{"formula": "C10H20NO6S2", "method": "ωB97M-V/def2-TZVPD", "e_homo_ev": -6.28, "total_charge": -1, "homo_lumo_gap_ev": 9.39, "largest_force_ev_per_a": 2.5, "spin_multiplicity": 1, "elements": ["H", "S", "C", "S", "H", "C", "O", "H", "C", "H", "C", "H", "H", "C", "C", "C", "H", "C", "O", "H", "C", "O", "H", "H", "O", "H", "H", "C", "O", "O", "H", "N", "H", "H", "H", "H", "H", "H", "H"], "positions_angstrom": [[-1.0759, 1.1394, -0.9652], [0.5735, 4.3042, -1.1943], [0.3867, -1.9169, -1.3942], [0.2518, 2.2402, 0.6107], [2.4527, -2.3291, -1.9540], [-2.5812, -1.3624, 0.5631], [2.3054, -2.5493, 0.0585], [2.2452, -0.8002, -1.1026], [1.9161, -1.8412, -1.1312], [-0.4915, -0.6427, 0.6284], [3.7370, -0.7842, 0.9468], [-3.0493, 0.1143, -0.9676], [-1.9272, 0.9367, 1.7151], [2.7364, -1.8853, 1.1522], [-2.3915, 1.2406, 0.7721], [-1.0520, -1.5770, 0.7184], [0.0195, -0.8878, -1.4921], [-1.3302, 1.8443, -0.1710], [1.4889, 5.4090, -1.3278], [-0.6554, 4.8732, -1.3000], [-3.0943, 0.0278, 0.1272], [1.1885, 1.3029, 0.0161], [0.1556, -3.3418, 0.2382], [4.4803, -1.0591, 0.1926], [0.5773, 3.2789, -2.2146], [3.2304, 0.1305, 0.6180], [-3.1152, 2.0229, 1.0216], [-0.4454, -2.5958, -0.2830], [0.0834, 2.1327, 2.0415], [2.4011, -2.2658, 2.2117], [-0.8617, -1.9171, 1.7430], [0.5845, 3.7745, 0.3004], [-1.2719, -3.1386, -0.7628], [-4.1661, 0.0620, 0.3724], [4.2228, -0.5869, 1.9045], [0.2178, -2.3901, -2.3686], [-2.9656, -2.0791, -0.1773], [-3.0713, -1.6326, 1.5078], [-1.7090, 2.7488, -0.6541]], "atomic_forces_ev_per_a": [[0.0317, 0.1514, 0.0709], [0.0050, 0.1498, 0.0957], [-0.0151, 0.2139, 0.2175], [0.1315, 0.1250, 0.1397], [-0.0816, 0.0635, 0.1465], [-0.0374, 0.0058, -0.1404], [-0.4452, 0.0049, -0.5976], [-0.0984, -0.1028, 0.1901], [0.2018, -0.0700, -0.3921], [-0.1338, 0.0203, 0.0471], [0.0501, 0.4255, -0.1173], [0.0740, 0.0190, 0.1645], [-0.0128, 0.1076, -0.1109], [0.8688, 0.7208, -1.5616], [0.1680, -0.1388, -0.1336], [0.0995, -0.2437, 0.1034], [0.1077, -0.1337, -0.0874], [-0.2847, -0.1307, 0.0024], [-0.0162, -0.0804, -0.0009], [-0.0031, -0.0095, 0.0592], [-0.2533, 0.0398, 0.0724], [0.1419, -0.0280, 0.0227], [-0.0148, 0.1058, -0.0431], [-0.1216, 0.0097, 0.0679], [0.0327, -0.0006, 0.0505], [0.0321, -0.0885, 0.0590], [0.0441, -0.1517, -0.0045], [-0.2995, 0.1505, -0.2551], [-0.0722, 0.0258, -0.0199], [-0.6451, -0.8451, 2.2730], [0.0260, 0.0169, -0.1841], [-0.0155, -0.3082, -0.3587], [0.1607, 0.0381, 0.0835], [0.1688, -0.0212, -0.0653], [-0.0933, -0.0280, -0.1736], [0.0720, -0.0946, 0.2150], [0.0501, 0.0322, 0.1936], [0.0959, 0.1469, -0.0995], [0.0812, -0.0976, 0.0713]]}


{"formula": "C10H21B3Cl8F2O3", "method": "ωB97M-V/def2-TZVPD", "e_homo_ev": -10.48, "homo_lumo_gap_ev": 10.66, "largest_force_ev_per_a": 1.0, "spin_multiplicity": 1, "elements": ["H", "C", "O", "H", "H", "H", "H", "Cl", "B", "H", "C", "Cl", "C", "C", "C", "C", "O", "H", "B", "H", "H", "H", "H", "C", "H", "H", "H", "Cl", "H", "F", "C", "F", "Cl", "H", "Cl", "C", "H", "H", "H", "Cl", "Cl", "B", "C", "Cl", "H", "H", "O"], "positions_angstrom": [[-0.0586, -1.4802, 4.1129], [0.2409, -0.5038, 5.9856], [1.5339, -0.3224, 1.4146], [-1.4493, 0.0201, -5.1291], [-3.0884, -3.4800, -0.9388], [-4.1335, -2.3990, -0.0018], [-2.3636, -4.5798, 1.2126], [-2.3122, 5.4186, -0.7476], [1.5769, 0.5507, 0.3328], [0.0427, 3.4007, -2.7470], [-1.2375, 4.9851, -2.1001], [-1.2075, 0.5518, 3.9198], [0.1352, -0.4741, 4.4832], [5.5064, -1.0864, 0.2519], [-2.7464, -3.5637, 1.1620], [-0.5010, 3.6951, -1.8509], [2.4616, -2.0918, 0.1355], [4.7955, -1.4044, -1.7697], [3.0005, -1.0061, -0.5440], [-1.9073, -2.8762, 1.0799], [-1.1861, 2.8972, -1.5817], [-3.2894, 1.5822, -5.3383], [-2.6842, -0.4472, -3.9507], [4.5195, -0.8214, -0.8877], [1.2525, 1.6850, 0.3975], [5.7052, -0.1721, 0.8094], [6.4425, -1.4838, -0.1349], [-3.5585, -3.2103, 2.7091], [0.9882, -1.2384, 6.2810], [5.0287, -2.0238, 1.1584], [-2.6482, 1.6515, -4.4614], [0.4894, -2.4288, 1.3663], [-3.6744, 2.1461, -3.0909], [-1.8656, 4.8737, -2.9832], [-4.9584, -4.6030, -0.0755], [-3.6624, -3.3784, -0.0193], [4.6424, 0.2256, -1.1726], [-0.7097, -0.7631, 6.4441], [-1.9157, 2.4389, -4.6238], [-0.7568, 0.4272, -2.9207], [0.7025, 3.8308, -0.5413], [1.4937, -1.6414, 0.9947], [-1.9707, 0.3258, -4.2237], [0.7578, 1.0656, 6.6580], [-0.5496, 5.8124, -2.2565], [1.0469, -0.1023, 4.0238], [2.0721, -0.0020, -0.8418]], "atomic_forces_ev_per_a": [[-0.0295, -0.0009, 0.0216], [-0.0061, -0.0631, 0.0203], [-0.7211, 0.0441, -0.0746], [0.0402, 0.0158, 0.0179], [0.0068, -0.0224, 0.0058], [-0.0292, -0.0138, 0.0268], [-0.0438, -0.0158, 0.0125], [0.0039, 0.0053, 0.0043], [0.1096, -0.3037, -0.0941], [0.0096, 0.0281, -0.0052], [0.0251, 0.0338, -0.0503], [-0.0085, 0.0231, -0.0240], [0.0393, -0.0780, -0.0679], [-0.0103, -0.0951, -0.1918], [0.0863, 0.0207, -0.0022], [-0.0297, -0.0249, -0.0097], [-0.0793, 0.3518, 0.0716], [-0.1206, -0.1504, 0.0313], [-0.2675, -0.4065, -0.3059], [-0.0153, 0.0193, 0.0034], [-0.0210, 0.0251, 0.0265], [-0.0232, -0.0185, 0.0189], [-0.0259, 0.0358, 0.0360], [0.0858, 0.1697, -0.0195], [0.0018, -0.4096, 0.1794], [-0.0085, 0.0152, 0.0592], [0.1114, 0.0849, 0.0117], [-0.0023, -0.0140, 0.0127], [0.0187, 0.0147, -0.0109], [-0.0584, -0.0932, 0.1011], [-0.0075, 0.0109, -0.0612], [0.2586, -0.0062, 0.2105], [0.0272, 0.0196, 0.0111], [-0.0273, -0.0272, 0.0228], [-0.0036, 0.0070, 0.0018], [0.0200, 0.0418, -0.0422], [0.0115, -0.0160, -0.1599], [-0.0135, 0.0437, -0.0024], [0.0075, -0.0038, 0.0072], [0.0612, -0.1553, -0.0341], [-0.0899, 0.4842, -0.1592], [0.1316, -0.2321, 0.0246], [-0.0313, -0.0157, -0.0262], [-0.0069, 0.0011, 0.0032], [0.0012, 0.0062, 0.0416], [-0.0144, 0.0450, 0.0096], [0.6372, 0.6194, 0.3481]]}


{"formula": "C10H21BN2", "method": "ωB97M-V/def2-TZVPD", "e_homo_ev": -7.84, "smiles": "C=C(C)C(=C)C.CN1BN(C)CC1", "homo_lumo_gap_ev": 8.65, "largest_force_ev_per_a": 3.8, "spin_multiplicity": 1, "elements": ["C", "C", "H", "H", "C", "H", "H", "C", "C", "N", "H", "H", "H", "H", "H", "H", "H", "H", "H", "C", "H", "H", "H", "H", "B", "H", "H", "C", "C", "H", "C", "H", "N", "C"], "positions_angstrom": [[2.0838, 1.5946, -2.0536], [-1.8184, 0.9792, 1.7361], [-0.7018, 1.6789, -1.5747], [-0.4218, 1.0514, -3.1696], [-0.3697, 0.8234, 2.3580], [-0.9948, -2.0600, 0.5307], [-1.8415, 2.0251, 1.4110], [2.7336, -0.3159, -0.7414], [-3.3439, -0.3102, 0.2888], [-1.9811, -0.1046, 0.7956], [0.4478, 1.5526, 1.9479], [-1.4394, 0.1951, -2.1832], [3.7200, -0.3612, -1.1896], [-3.9848, -0.7173, 1.0784], [2.9023, 0.1770, 0.2480], [-2.7429, 0.8721, 2.4817], [1.2340, -2.1805, 2.1313], [-0.5232, 0.8268, 3.4890], [1.5781, 2.2165, -2.7812], [-0.5991, 0.8173, -2.1903], [-3.8161, 0.5894, 0.0097], [-0.5800, -2.1169, -1.8244], [1.1401, -1.0343, 3.4347], [1.0664, -2.2421, -1.4321], [-0.9899, -1.0790, 1.0409], [2.0775, -0.6199, 2.0549], [3.1706, 1.8085, -1.8443], [0.4958, -0.1850, -1.7673], [0.2995, -1.5161, -1.5558], [2.5683, -1.4367, -0.5946], [1.1974, -1.1342, 2.4348], [-3.1655, -1.0531, -0.5039], [0.0459, -0.5574, 1.8302], [1.7452, 0.3919, -1.6095]], "atomic_forces_ev_per_a": [[2.4440, 0.2723, -0.4282], [-0.5490, 0.3776, 1.8328], [0.0594, 0.5073, 0.5867], [0.4767, 1.0383, -2.5885], [0.0604, -1.3604, -0.5855], [-0.0751, -2.4308, -0.7079], [-0.5315, -0.2304, -0.8113], [1.3351, -1.8696, 0.9912], [1.9538, -1.7874, 0.8241], [-0.7897, 1.2695, -0.0029], [-1.7888, -0.8027, 1.0632], [-1.9426, -0.3277, 0.0812], [0.3032, 0.4788, -0.3234], [-0.0557, -0.3051, 0.0029], [-0.4825, -0.4463, -0.7308], [2.1002, 0.3854, -0.7295], [0.2709, -0.0572, 0.1929], [0.9613, 0.1207, -1.3383], [-0.2735, -0.0388, 0.3593], [0.8991, -2.7818, 1.6999], [-0.2393, 1.1110, -0.9565], [-0.3431, 1.0881, 0.2699], [0.0370, 0.0921, 3.6418], [0.9775, 0.0902, 0.5205], [0.4515, 1.8289, 0.2128], [0.4395, -0.0986, 0.1812], [-1.3030, 0.4384, -0.3681], [-3.0787, -1.4808, -0.1615], [-0.8826, 0.6256, -1.7969], [-0.2844, 1.7604, 0.1632], [0.0785, -0.4537, -3.7599], [-0.9594, 0.4097, -0.0261], [-1.5074, 1.8598, 1.3696], [2.2383, 0.7173, 1.3221]]}


{"formula": "C10H21BN3O5S", "method": "ωB97M-V/def2-TZVPD", "e_homo_ev": -12.92, "smiles": "CCOC(=O)CCCN1CCN(O)/C1=[N+](\\S)CB(O)O", "total_charge": 1, "homo_lumo_gap_ev": 9.70, "largest_force_ev_per_a": 1.2, "spin_multiplicity": 1, "elements": ["O", "H", "H", "O", "H", "H", "C", "B", "H", "H", "O", "H", "C", "C", "H", "H", "H", "H", "H", "H", "H", "C", "H", "N", "C", "H", "C", "C", "H", "C", "O", "H", "S", "C", "H", "C", "N", "H", "O", "N", "H"], "positions_angstrom": [[-3.0980, -1.6933, 1.8154], [-1.7371, 2.2206, -1.5496], [1.3550, -1.9900, -0.4822], [0.4147, 4.3830, -2.9318], [-0.6889, 1.4268, -2.7153], [-1.2592, -0.3969, -2.1547], [-0.5747, -4.1306, 2.9415], [-0.7219, 3.6092, -2.9146], [2.3184, -1.4443, -1.8332], [2.7987, 2.2467, -1.4777], [-1.8156, 3.7857, -3.6875], [-1.1540, -4.0797, 2.0174], [-1.4727, -0.3755, -0.0156], [2.6342, -0.3158, 0.0230], [-0.2711, -2.8258, 4.6416], [-1.9687, 4.6736, -4.0277], [0.4868, -2.2427, 3.1780], [-1.5971, 0.7037, 0.0810], [2.5285, -0.6718, 1.0455], [0.3976, -4.5646, 2.7069], [-1.0928, -4.8067, 3.6174], [-0.3989, -2.7562, 3.5652], [0.3133, 5.3210, -2.7438], [2.1372, 1.0743, -0.0549], [1.7738, -1.1044, -0.9530], [0.7643, 2.9600, 1.0451], [-0.8910, -0.9312, 1.2887], [-1.9628, -1.5828, 2.1631], [-0.5978, -1.7965, -1.3766], [0.9811, 1.0399, -0.8189], [3.1452, 1.9077, -0.6380], [-0.0865, -1.6502, 1.1151], [0.6274, 3.6044, -0.1244], [-0.7608, 2.2752, -2.0376], [-0.4499, -0.1390, 1.9005], [-0.7015, -0.7176, -1.2786], [0.3021, 2.1518, -1.0256], [3.6868, -0.2929, -0.2398], [-1.5699, -1.9369, 3.4048], [0.6863, -0.1638, -1.3280], [-2.4805, -0.7743, -0.1410]], "atomic_forces_ev_per_a": [[-0.2417, 0.0649, 0.0238], [0.0184, -0.0403, 0.0212], [-0.0872, 0.0462, -0.0142], [-0.2036, -0.0769, 0.7189], [0.0355, 0.0142, -0.0506], [0.0106, 0.0432, -0.0188], [0.0453, -0.0062, 0.0061], [0.2351, -0.1205, -0.3720], [-0.0679, 0.1607, -0.1008], [0.0379, 0.0239, 0.0012], [-0.3044, 0.2411, 0.5322], [0.0477, 0.0298, -0.0239], [-0.0172, -0.0313, 0.0862], [0.2020, 0.1213, 0.1304], [0.0095, 0.0026, 0.0186], [0.1445, -0.0956, -0.3305], [-0.0746, 0.0437, -0.0847], [-0.0234, 0.0142, -0.0506], [-0.0077, 0.0300, 0.0098], [0.0048, -0.0329, 0.0456], [-0.0863, 0.0111, -0.0279], [0.1621, 0.1445, 0.0121], [0.0918, 0.1259, -0.4149], [0.1713, -0.3485, -0.8451], [0.1454, -0.2625, -0.1624], [-0.0502, 0.0496, 0.0752], [0.0524, 0.0750, 0.0574], [0.3571, 0.0417, -0.0019], [0.0786, 0.0003, 0.0085], [0.0310, 0.5188, -0.1983], [-0.1002, 0.1521, 0.3910], [-0.0963, -0.0853, -0.0293], [-0.0037, -0.1025, 0.1250], [0.0191, -0.1190, -0.1068], [0.0637, -0.0309, -0.0067], [-0.1129, 0.0520, -0.3231], [-0.0529, 0.1348, -0.2678], [0.0154, -0.0858, 0.0388], [-0.2182, -0.2186, -0.0079], [-0.2376, -0.4439, 1.1334], [0.0064, -0.0411, 0.0033]]}